# 1
C7H20BaF3O7 | ωB97M-V with the def2-TZVPD basis set

The HOMO energy comes out at -3.77 eV. The HOMO-LUMO gap is 6.35 eV. The value obtained for the LUMO energy is 2.58 eV. Its net charge is -1.

Each line ends with the Mulliken charge.
Cartesian coordinates (Å):
Ba1 0.183 0.128 -1.214  1.67
O1 0.287 0.300 -3.957  -0.89
H1 0.150 0.833 -4.764  0.03
O2 -2.083 -0.788 -2.093  -1.07
H2 -2.079 -1.398 -1.330  0.10
C1 0.770 -0.706 2.298  -0.18
O3 -0.401 -0.914 1.478  0.13
O4 1.554 0.082 1.354  -0.93
C2 0.662 -0.285 3.833  0.72
F1 0.310 -1.314 4.617  -0.28
F2 1.746 0.212 4.410  -0.27
F3 -0.290 0.706 3.976  -0.28
C3 -1.400 -1.896 1.822  -0.55
C4 -2.529 -1.895 0.730  -0.97
H3 -2.000 -2.425 -0.062  0.30
H4 -3.424 -2.443 1.025  0.39
H5 -2.771 -0.907 0.337  0.21
H6 -1.851 -1.664 2.787  0.33
H7 -1.163 -2.943 2.007  0.39
H8 1.125 -1.736 2.324  0.21
C5 3.523 -1.792 -0.842  -0.74
O5 2.432 -1.231 -1.564  -0.48
H9 4.424 -1.731 -1.452  0.24
H10 3.578 -1.273 0.115  0.22
H11 3.291 -2.856 -0.785  0.34
H12 1.860 -1.981 -1.740  0.33
C6 -3.072 1.827 0.006  -0.84
O6 -1.676 1.754 0.287  -0.26
H13 -3.544 2.808 -0.052  0.32
H14 -3.310 1.293 -0.913  0.35
H15 -3.689 1.366 0.777  0.31
H16 -1.376 2.360 0.969  0.18
C7 1.703 3.356 -2.282  -0.83
O7 1.996 2.043 -2.091  -0.30
H17 2.196 3.818 -3.137  0.32
H18 0.644 3.450 -2.524  0.28
H19 1.777 4.059 -1.452  0.29
H20 2.447 1.781 -2.897  0.24

# 2
C7H20N3O2 | ωB97M-V with the def2-TZVPD basis set

The HOMO energy comes out at -12.68 eV. The HOMO-LUMO gap is 10.39 eV. The value obtained for the LUMO energy is -2.30 eV. Its net charge is +1.

Each line ends with the Mulliken charge.
Cartesian coordinates (Å):
C1 -0.039 -1.660 -0.604  -0.97
C2 1.623 2.343 -0.449  -0.93
C3 4.169 -0.758 -0.158  -0.88
C4 -2.352 0.178 2.249  -0.75
C5 -3.757 -0.799 -1.290  -0.73
C6 -2.192 0.523 -0.069  -0.25
C7 -0.232 0.749 -0.443  0.57
N1 0.495 -0.321 -0.472  0.04
N2 0.219 1.977 -0.408  -0.21
N3 2.922 -0.811 0.611  -0.65
O1 -2.303 -0.362 0.937  -0.28
O2 -2.692 0.156 -1.268  -0.33
H1 -0.951 -1.649 -1.194  0.33
H2 0.701 -2.275 -1.111  0.37
H3 -0.253 -2.097 0.373  0.31
H4 2.062 2.293 0.550  0.29
H5 2.166 1.670 -1.110  0.29
H6 1.719 3.358 -0.824  0.36
H7 4.389 0.280 -0.402  0.29
H8 5.022 -1.176 0.379  0.35
H9 4.033 -1.317 -1.082  0.30
H10 -2.460 -0.672 2.918  0.26
H11 -3.212 0.843 2.364  0.34
H12 -1.434 0.721 2.484  0.31
H13 -3.494 -1.710 -0.752  0.33
H14 -3.917 -1.017 -2.343  0.26
H15 -4.663 -0.365 -0.862  0.32
H16 -2.417 1.564 0.205  0.65
H17 1.522 -0.327 -0.219  0.25
H18 -0.448 2.734 -0.362  0.26
H19 2.732 -1.776 0.871  0.26
H20 3.039 -0.297 1.481  0.24

# 3
C7H20N3OSn | ωB97M-V with the def2-TZVPD basis set

The HOMO energy comes out at -11.62 eV. The HOMO-LUMO gap is 7.63 eV. The value obtained for the LUMO energy is -4.00 eV. Its energy above the lowest of the compared OMol25 structures with the same formula, charge and spin is 2.184 eV. Its net charge is +1.

Each line ends with the Mulliken charge.
Cartesian coordinates (Å):
C1 -2.029 -1.476 -4.269  -1.40
Sn1 -1.398 -0.546 -2.265  0.66
N1 0.506 0.347 -3.176  -0.63
H1 -1.306 -1.720 -1.010  0.05
H2 -2.799 -0.024 -3.251  0.13
H3 -3.021 -1.924 -4.133  0.38
H4 -1.283 -2.261 -4.449  0.36
H5 -1.991 -0.713 -5.055  0.40
H6 1.327 0.041 -2.641  0.27
H7 0.446 1.364 -3.075  0.34
H8 0.638 0.122 -4.162  0.35
C2 2.853 0.216 0.577  -0.89
N2 1.644 0.287 1.365  0.20
C3 1.842 0.188 2.791  -0.62
C4 0.580 0.472 3.558  -0.71
C5 -0.640 -0.050 2.841  -0.57
N3 -0.672 0.541 1.524  0.13
C6 -1.963 0.636 0.866  -1.04
C7 0.451 0.516 0.746  0.66
O1 0.392 0.668 -0.510  -0.72
H9 2.599 0.238 -0.486  0.05
H10 3.405 -0.707 0.804  0.37
H11 3.513 1.066 0.809  0.33
H12 2.215 -0.820 3.021  0.35
H13 2.628 0.896 3.084  0.33
H14 0.482 1.554 3.694  0.31
H15 0.648 0.015 4.547  0.36
H16 -1.558 0.244 3.355  0.39
H17 -0.613 -1.153 2.788  0.29
H18 -2.275 -0.339 0.451  0.20
H19 -2.711 0.953 1.606  0.33
H20 -1.913 1.370 0.054  0.35

# 4
C7H21B2ClNO2 | ωB97M-V with the def2-TZVPD basis set

The HOMO energy comes out at -4.10 eV. The HOMO-LUMO gap is 6.88 eV. The value obtained for the LUMO energy is 2.78 eV. Its net charge is -1.

Each line ends with the Mulliken charge.
Cartesian coordinates (Å):
C1 -1.381 1.668 1.676  -0.68
O1 -2.215 2.479 2.473  -0.60
B1 -3.264 3.078 1.733  -0.06
O2 -3.074 4.473 1.511  -0.57
B2 -4.641 2.304 1.142  0.75
Cl1 -4.373 0.414 0.852  -0.44
H1 -1.195 0.743 2.212  0.20
H2 -0.412 2.140 1.491  0.22
H3 -1.827 1.437 0.714  0.32
H4 -2.269 4.549 0.972  0.24
H5 -4.952 2.809 0.080  -0.21
H6 -5.555 2.419 1.939  -0.21
C2 -0.273 -1.983 0.711  -1.28
C3 0.495 -2.105 -0.595  -0.39
N1 1.016 -0.837 -1.071  0.21
C4 1.516 -0.892 -2.429  -0.73
C5 2.744 -1.767 -2.718  -0.97
C6 1.821 -0.092 -0.122  -0.25
C7 3.081 -0.766 0.442  -1.14
H7 -1.083 -1.258 0.624  0.23
H8 -0.709 -2.948 0.972  0.46
H9 0.371 -1.685 1.539  0.28
H10 -0.185 -2.487 -1.360  0.44
H11 1.285 -2.868 -0.473  0.23
H12 1.724 0.130 -2.756  0.35
H13 0.693 -1.239 -3.061  0.42
H14 3.666 -1.311 -2.358  0.22
H15 2.853 -1.902 -3.797  0.40
H16 2.654 -2.758 -2.273  0.27
H17 1.177 0.187 0.715  -0.13
H18 2.097 0.857 -0.589  0.45
H19 2.899 -1.805 0.718  0.23
H20 3.404 -0.243 1.344  0.43
H21 3.913 -0.741 -0.260  0.29

# 5
C7H21INO4PSi2Tb | ωB97M-V with the def2-TZVPD basis set

The HOMO energy (spin up / spin down) comes out at -16.79 / -16.76 eV. The HOMO-LUMO gap (spin up / spin down) is 5.87 / 3.32 eV. The value obtained for the LUMO energy (spin up / spin down) is -10.92 / -13.44 eV. Its net charge is +3. As for the spin multiplicity: 7.

Each line ends with the Mulliken charge.
Cartesian coordinates (Å):
C1 2.117 -2.244 0.719  -0.86
C2 0.790 -3.042 0.455  -0.67
C3 -0.419 -2.116 0.833  0.37
O1 -1.152 -1.768 -0.337  -0.20
C4 -2.263 -0.906 -0.064  -0.31
Si1 -1.981 0.948 -0.320  0.17
C5 -1.536 1.948 1.250  -0.82
C6 -0.228 1.502 1.956  1.21
C7 -0.484 0.685 3.272  -1.45
O2 0.454 2.715 2.355  -0.57
O3 -1.027 1.384 -1.699  -0.04
Si2 0.537 0.861 -1.721  0.25
I1 2.193 2.362 -0.618  0.01
P1 1.066 0.803 -3.926  0.40
N1 0.254 -0.499 -4.688  -0.51
O4 0.433 2.219 -4.541  -0.47
H1 3.007 -2.843 0.476  0.39
H2 2.111 -1.929 1.779  0.34
H3 2.148 -1.299 0.122  0.05
H4 0.777 -3.902 1.144  0.38
H5 0.719 -3.359 -0.601  0.30
H6 -1.049 -2.533 1.640  0.50
H7 0.032 -1.180 1.236  -0.32
H8 -3.090 -1.207 -0.742  0.44
H9 -2.608 -1.072 0.980  0.38
H10 -3.329 1.479 -0.635  -0.06
H11 -1.575 3.036 1.041  0.41
H12 -2.379 1.728 1.941  0.46
H13 0.499 0.924 1.331  -0.50
H14 0.337 -0.052 3.403  0.31
H15 -0.456 1.352 4.148  0.45
H16 -1.434 0.121 3.227  0.36
H17 1.264 2.452 2.797  0.36
H18 0.784 -0.514 -1.250  -0.11
H19 -0.155 -1.150 -4.009  0.26
H20 0.918 -0.995 -5.293  0.32
H21 0.252 2.801 -3.786  0.32
Tb1 4.469 3.292 -1.876  1.45

# 6
C7H21N7O14 | ωB97M-V with the def2-TZVPD basis set

The HOMO energy comes out at -7.59 eV. The HOMO-LUMO gap is 6.39 eV. The value obtained for the LUMO energy is -1.21 eV. Its energy above the lowest of the compared OMol25 structures with the same formula, charge and spin is 17.995 eV. Its net charge is 0.

Each line ends with the Mulliken charge.
Cartesian coordinates (Å):
C1 -0.052 -34.060 -6.240  -0.58
N1 -0.440 -33.189 -7.415  0.81
O1 0.415 -32.469 -7.880  -0.57
O2 -1.687 -33.122 -7.551  -0.42
H1 -0.444 -33.465 -5.415  0.31
H2 1.034 -34.117 -6.306  0.37
H3 -0.434 -35.059 -6.448  0.12
C2 -2.481 -36.622 -8.356  -0.70
N2 -2.587 -36.583 -6.911  1.23
O3 -3.719 -36.593 -6.380  -0.54
O4 -1.572 -36.703 -6.268  -0.64
H4 -1.468 -36.298 -8.595  0.32
H5 -3.289 -35.975 -8.699  0.21
H6 -2.664 -37.624 -8.745  0.29
C3 -3.396 -34.369 -6.008  0.96
N3 -3.528 -34.535 -4.501  1.19
O5 -3.177 -33.584 -3.842  -0.56
O6 -3.889 -35.595 -4.017  -0.83
H7 -2.426 -33.894 -6.156  -0.60
H8 -4.171 -33.616 -6.151  -0.85
H9 -3.614 -35.319 -6.497  0.67
C4 -5.287 -33.426 -9.242  -1.07
N4 -4.775 -34.048 -7.948  0.71
O7 -5.592 -34.436 -7.164  -0.40
O8 -3.572 -33.857 -7.675  -0.25
H10 -5.948 -32.611 -8.946  0.29
H11 -6.011 -34.036 -9.782  0.35
H12 -4.460 -32.926 -9.745  0.40
C5 -5.978 -36.611 -3.903  -0.31
N5 -5.194 -36.811 -2.600  1.00
O9 -5.541 -37.762 -1.918  -0.63
O10 -4.342 -35.963 -2.295  -0.43
H13 -5.739 -37.354 -4.663  0.18
H14 -5.827 -35.589 -4.252  -0.10
H15 -6.997 -36.582 -3.517  0.39
C6 -4.538 -32.808 -2.871  -0.45
N6 -5.220 -31.508 -2.808  1.07
O11 -4.877 -30.647 -1.983  -0.64
O12 -6.026 -31.217 -3.646  -0.61
H16 -4.997 -33.506 -2.170  0.35
H17 -3.526 -32.692 -2.483  0.40
H18 -4.516 -33.331 -3.827  -0.24
C7 -5.745 -30.991 -6.330  -0.94
N7 -4.630 -31.776 -5.781  0.90
O13 -3.573 -31.211 -5.596  -0.66
O14 -4.936 -32.935 -5.492  -0.49
H19 -6.156 -30.367 -5.537  0.31
H20 -6.486 -31.634 -6.806  0.34
H21 -5.323 -30.224 -6.980  0.32